(A)
Below is an isolated ion of composition C4H10NO2 and charge -1, with properties calculated with ωB97M-V/def2-TZVPD.

```
17
Properties=species:S:1:pos:R:3:lowdin_charge:R:1
O -2.142 -0.361 0.059 -0.35
C -1.816 -1.049 1.180 -0.50
C -0.310 -0.977 1.597 -0.21
C 0.686 -0.797 0.436 -0.24
N 0.341 0.326 -0.529 -0.11
C 1.346 0.735 -1.476 -0.35
O 1.656 2.096 -1.203 -0.11
H -1.969 -2.167 1.022 0.07
H -2.429 -0.794 2.082 0.07
H -0.082 -1.918 2.101 0.08
H -0.191 -0.075 2.230 0.09
H 1.633 -0.258 0.727 0.10
H 0.933 -1.767 -0.011 0.09
H -0.764 0.195 -0.519 0.08
H 0.838 0.637 -2.471 0.11
H 2.255 0.139 -1.456 0.10
H 0.931 2.353 -0.627 0.06
```

E_LUMO = 4.1 eV
Spin multiplicity = 1
HOMO = -0.11167 hartree
Charge = -1

---

(B)
Below is an isolated ion of composition C4H10NO2 and charge -1, with properties calculated with ωB97M-V/def2-TZVPD.

```
17
Properties=species:S:1:pos:R:3:lowdin_charge:R:1
N -0.409 0.508 -1.541 0.02
C -0.478 0.408 -0.077 -0.45
C -1.909 0.134 0.465 -0.54
O -2.417 -1.046 0.090 -0.34
C 0.460 -0.674 0.396 -0.20
C 1.910 -0.509 0.011 -0.28
O 2.520 0.615 0.667 -0.10
H -0.782 -0.368 -1.904 0.06
H -1.090 1.222 -1.813 0.06
H -0.162 1.385 0.328 0.12
H -1.798 0.245 1.575 0.08
H -2.515 1.017 0.098 0.08
H 0.053 -1.631 0.039 0.12
H 0.350 -0.740 1.493 0.12
H 2.005 -0.380 -1.067 0.09
H 2.470 -1.388 0.333 0.10
H 1.791 1.202 0.905 0.05
```

E_LUMO = 4.0 eV
Spin multiplicity = 1
HOMO = -0.09664 hartree
Charge = -1

---

(B) ends up most stable, edging out the next structure by 102.4 kJ/mol.

---

(A)
Below is an isolated ion of composition C4H10NO2 and charge -1, with properties calculated with ωB97M-V/def2-TZVPD.

```
17
Properties=species:S:1:pos:R:3:lowdin_charge:R:1
C -0.158 -1.780 1.722 -0.14
C 1.022 -1.135 1.017 -0.26
C 0.902 0.394 0.984 -0.38
O -0.268 0.850 0.423 -0.26
C -0.190 0.880 -1.347 -0.61
N -1.642 0.971 -1.518 0.03
O 0.427 -0.076 -1.811 -0.11
H -0.013 -2.866 1.804 0.06
H -1.056 -1.607 1.131 0.06
H -0.338 -1.395 2.723 0.06
H 1.954 -1.398 1.523 0.09
H 1.028 -1.489 -0.013 0.09
H 0.984 0.763 2.021 0.09
H 1.773 0.786 0.426 0.10
H 0.294 1.880 -1.330 0.11
H -2.040 0.988 -0.585 0.04
H -1.862 1.856 -1.965 0.03
```

E_LUMO = 4.4 eV
Spin multiplicity = 1
HOMO = -0.13319 hartree
Charge = -1

---

(B)
Below is C4H10NO2 as an isolated structure, with properties calculated with ωB97M-V/def2-TZVPD.

```
17
Properties=species:S:1:pos:R:3:lowdin_charge:R:1
C -0.686 0.861 -0.485 -0.40
O 0.105 1.110 0.647 -0.31
C -1.710 -0.183 -0.352 -0.30
N -2.346 -0.443 -1.681 -0.02
H -1.084 1.876 -0.775 0.11
H 0.165 0.426 -1.194 0.13
H -1.210 -1.150 -0.027 0.11
H -2.466 0.035 0.411 0.10
H -1.683 -0.845 -2.306 0.04
H -3.113 -1.063 -1.630 0.02
O 1.137 -1.401 0.157 -0.16
C 1.177 -0.439 0.980 -0.51
C 2.495 0.309 1.067 -0.10
H 0.688 -0.474 1.988 0.10
H 2.897 0.366 2.094 0.05
H 2.407 1.320 0.586 0.07
H 3.226 -0.302 0.519 0.05
```

E_LUMO = 4.4 eV
Spin multiplicity = 1
HOMO = -0.12889 hartree
Charge = -1

---

(A) ends up most stable, edging out the next structure by 101.0 kJ/mol.

---

(A)
Below is an isolated ion of composition C3H7N2 and charge +1, with properties calculated with ωB97M-V/def2-TZVPD.

```
12
Properties=species:S:1:pos:R:3:lowdin_charge:R:1
C -0.100 -1.239 1.137 -0.04
N -0.189 -0.171 0.192 -0.13
C -0.792 -0.005 -0.985 -0.09
N -0.215 1.073 -1.372 0.12
C 0.728 1.022 0.025 0.10
H 0.676 -1.940 0.672 0.12
H 0.212 -0.901 2.178 0.12
H -0.992 -1.854 1.454 0.12
H -1.452 -0.639 -1.591 0.18
H -0.187 1.772 -2.165 0.19
H 0.448 1.946 0.607 0.14
H 1.863 0.936 -0.152 0.16
```

E_LUMO = -3.7 eV
Spin multiplicity = 1
HOMO = -0.54628 hartree
Charge = +1

---

(B)
Below is an isolated ion of composition C3H7N2 and charge +1, with properties calculated with ωB97M-V/def2-TZVPD.

```
12
Properties=species:S:1:pos:R:3:lowdin_charge:R:1
N -1.744 -0.427 0.089 0.02
C -1.042 0.766 0.044 -0.17
N 0.396 0.229 0.111 0.04
C 0.937 -0.895 -0.071 0.09
C 1.865 0.223 0.053 0.02
H -1.951 -0.725 1.074 0.14
H -1.552 -1.130 -0.626 0.10
H -1.322 1.675 0.735 0.19
H -1.134 1.184 -0.932 0.12
H 0.861 -1.941 -0.522 0.20
H 2.400 0.346 0.938 0.10
H 2.286 0.695 -0.893 0.15
```

E_LUMO = -5.2 eV
Spin multiplicity = 1
HOMO = -0.53866 hartree
Charge = +1

---

(A) ends up most stable, edging out the next structure by 126.8 kJ/mol.

---

(A)
Below is C3H7N2 as an isolated structure, with properties calculated with ωB97M-V/def2-TZVPD.

```
12
Properties=species:S:1:pos:R:3:lowdin_charge:R:1
C 0.333 0.111 0.127 -0.37
C -0.620 1.247 0.265 0.02
C -0.196 -1.338 0.112 0.03
N 2.988 -0.531 -0.441 0.37
N 1.523 0.411 -0.064 0.24
H -1.128 1.325 -0.707 0.12
H -1.346 1.025 1.065 0.12
H 0.078 2.062 0.321 0.09
H -0.676 -1.552 -0.922 0.15
H -1.012 -1.371 0.919 0.13
H 0.607 -2.029 0.139 0.06
H 3.464 0.103 0.175 0.03
```

E_LUMO (spin up / spin down) = -7.4 / -8.7 eV
Spin multiplicity = 1
HOMO (spin up / spin down) = -0.61630 / -0.63010 hartree
Charge = +1

---

(B)
Below is an isolated ion of composition C3H7N2 and charge +1, with properties calculated with ωB97M-V/def2-TZVPD.

```
12
Properties=species:S:1:pos:R:3:lowdin_charge:R:1
C -1.349 -0.539 -0.181 -0.24
C 0.366 1.055 0.385 -0.14
C 0.072 -0.882 -0.663 0.10
N -0.975 0.776 -0.304 0.11
N 0.992 -0.248 0.367 0.07
H -2.087 -0.643 -0.931 0.12
H -1.691 -0.986 0.805 0.15
H 0.849 1.774 -0.330 0.16
H 0.323 1.538 1.314 0.12
H 0.472 -0.994 -1.688 0.15
H 1.912 0.000 0.013 0.18
H 1.116 -0.850 1.213 0.21
```

E_LUMO (spin up / spin down) = -5.4 / -5.4 eV
Spin multiplicity = 1
HOMO (spin up / spin down) = -0.53630 / -0.52973 hartree
Charge = +1

---

(C)
Below is an isolated ion of composition C3H7N2 and charge +1, with properties calculated with ωB97M-V/def2-TZVPD.

```
12
Properties=species:S:1:pos:R:3:lowdin_charge:R:1
C 0.195 1.401 -0.304 -0.13
N -0.696 0.883 -1.028 0.08
C -0.877 -0.569 -0.870 -0.09
N -0.042 -0.863 0.374 0.09
C 0.791 0.527 0.782 0.04
H 0.623 2.379 -0.502 0.14
H -1.912 -1.005 -0.548 0.18
H -0.499 -1.060 -1.711 0.11
H 0.615 -1.576 0.298 0.13
H -0.459 -1.370 1.157 0.17
H 1.872 0.339 0.603 0.14
H 0.390 0.914 1.750 0.14
```

E_LUMO = -3.8 eV
Spin multiplicity = 1
HOMO = -0.55856 hartree
Charge = +1

---

(D)
Below is an isolated ion of composition C3H7N2 and charge +1, with properties calculated with ωB97M-V/def2-TZVPD.

```
12
Properties=species:S:1:pos:R:3:lowdin_charge:R:1
C 1.291 0.349 -0.881 -0.04
C -0.002 -0.337 -0.745 -0.22
N -1.178 0.455 -0.463 0.15
C -0.748 -0.299 0.550 -0.22
N -0.899 -0.733 1.759 0.26
H 1.647 0.425 -1.868 0.07
H 2.179 -0.038 -0.335 0.11
H 1.336 1.419 -0.524 0.11
H -0.209 -1.186 -1.325 0.13
H -1.418 1.657 -0.696 0.32
H -0.338 -1.441 2.148 0.13
H -1.661 -0.272 2.380 0.21
```

E_LUMO = -4.2 eV
Spin multiplicity = 1
HOMO = -0.57390 hartree
Charge = +1

---

(C) ends up most stable, edging out the next structure by 73.2 kJ/mol.

---

(A)
Below is C3H7N2 as an isolated structure, with properties calculated with ωB97M-V/def2-TZVPD.

```
12
Properties=species:S:1:pos:R:3:lowdin_charge:R:1
C -0.860 0.964 -0.288 0.06
C -0.604 -0.985 0.196 -0.01
C 1.655 0.260 -0.013 -0.01
N 0.276 0.158 -0.169 -0.08
N -1.699 0.000 0.025 0.10
H -0.996 1.961 -0.385 0.14
H -0.511 -1.909 -0.512 0.19
H -0.528 -1.226 1.231 0.14
H 2.029 1.226 -0.096 0.10
H 1.744 -0.012 0.962 0.08
H 2.158 -0.470 -0.641 0.12
H -2.665 0.033 -0.312 0.18
```

E_LUMO = -4.3 eV
Spin multiplicity = 1
HOMO = -0.55311 hartree
Charge = +1

---

(B)
Below is an isolated ion of composition C3H7N2 and charge +1, with properties calculated with ωB97M-V/def2-TZVPD.

```
12
Properties=species:S:1:pos:R:3:lowdin_charge:R:1
C 0.038 -0.715 -1.235 0.00
C 0.636 -0.298 1.317 0.16
C 0.295 1.478 -0.175 -0.02
N 0.277 0.008 0.110 -0.18
N -0.967 -1.440 -1.054 0.14
H 0.556 -1.329 1.745 0.14
H 0.822 0.534 1.952 0.10
H -0.008 2.040 0.724 0.10
H 1.364 1.898 -0.489 0.16
H -0.445 1.466 -0.986 0.09
H -1.417 -1.508 -0.113 0.16
H -1.150 -2.135 -1.795 0.15
```

E_LUMO = -5.2 eV
Spin multiplicity = 1
HOMO = -0.54538 hartree
Charge = +1

---

(C)
Below is an isolated ion of composition C3H7N2 and charge +1, with properties calculated with ωB97M-V/def2-TZVPD.

```
12
Properties=species:S:1:pos:R:3:lowdin_charge:R:1
C -1.277 -0.520 -0.222 -0.21
C -1.806 0.620 0.217 0.15
C 1.047 -0.678 0.187 -0.28
N -0.204 -1.099 0.180 0.16
N 1.548 0.654 -0.099 0.16
H -1.981 -0.999 -0.856 0.14
H -1.401 1.130 1.120 0.11
H -2.735 1.095 -0.269 0.13
H 1.747 -0.846 1.093 0.22
H 1.694 -1.311 -0.482 0.21
H 0.852 1.239 -0.529 0.10
H 2.516 0.715 -0.340 0.11
```

E_LUMO (spin up / spin down) = -7.8 / -7.3 eV
Spin multiplicity = 1
HOMO (spin up / spin down) = -0.53439 / -0.54795 hartree
Charge = +1

---

(A) ends up most stable, edging out the next structure by 126.3 kJ/mol.

---

(A)
Below is an isolated ion of composition C3H3ClNO and charge +1, with properties calculated with ωB97M-V/def2-TZVPD.

```
9
Properties=species:S:1:pos:R:3:lowdin_charge:R:1
O -1.183 -1.793 -0.116 0.27
N -0.382 -0.971 0.134 -0.12
C 0.960 -0.544 -0.617 0.17
C 0.739 0.781 -0.129 0.08
C -0.496 0.373 0.672 -0.61
Cl -1.942 1.147 0.045 0.78
H 1.621 -1.066 -1.402 0.17
H 1.212 1.785 -0.290 0.16
H -0.530 0.288 1.704 0.11
```

E_LUMO = -7.6 eV
Spin multiplicity = 1
HOMO = -0.60242 hartree
Charge = +1

---

(B)
Below is an isolated ion of composition C3H3ClNO and charge +1, with properties calculated with ωB97M-V/def2-TZVPD.

```
9
Properties=species:S:1:pos:R:3:lowdin_charge:R:1
O -0.137 0.573 -2.103 0.29
N -0.147 0.352 -0.960 -0.13
C -1.197 0.167 0.109 0.13
C -0.241 -0.105 1.018 0.07
C 0.905 0.003 0.042 -0.53
Cl 1.618 -1.593 -0.355 0.73
H -2.265 0.250 0.023 0.15
H -0.240 -0.384 2.055 0.15
H 1.703 0.737 0.172 0.14
```

E_LUMO = -7.4 eV
Spin multiplicity = 1
HOMO = -0.60371 hartree
Charge = +1

---

(B) ends up most stable, edging out the next structure by 87.8 kJ/mol.